Record 1
{"formula": "C7H10", "method": "wB97M-V/def2-TZVPD", "lumo_ev": 0.24, "e_homo_ev": -7.79, "smiles": "C=CC(C=C)=CC", "species": ["C", "C", "C", "C", "C", "C", "C", "H", "H", "H", "H", "H", "H", "H", "H", "H", "H"], "positions_angstrom": [[0.98, 0.28, -2.50], [-0.03, 0.44, -1.63], [-0.15, 0.07, -0.23], [0.85, -0.93, 0.33], [0.78, -1.79, 1.33], [-1.19, 0.59, 0.49], [-1.15, 1.26, 1.83], [1.82, -0.33, -2.17], [1.11, 0.91, -3.38], [-0.94, 0.72, -2.15], [1.66, -1.11, -0.37], [1.64, -2.43, 1.53], [-0.02, -1.95, 2.03], [-2.14, 0.52, -0.02], [-2.10, 1.26, 2.39], [-0.82, 2.28, 1.67], [-0.60, 0.70, 2.61]], "mulliken_charge": [-0.774, -0.252, 1.036, -0.181, -0.896, -0.576, -0.938, 0.195, 0.259, 0.261, 0.037, 0.242, 0.336, 0.371, 0.337, 0.252, 0.290]}

Record 2
{"formula": "C7H10", "method": "wB97M-V/def2-TZVPD", "lumo_ev": [0.54, 0.01], "e_homo_ev": [-8.79, -7.92], "species": ["C", "C", "C", "C", "C", "C", "C", "H", "H", "H", "H", "H", "H", "H", "H", "H", "H"], "positions_angstrom": [[-2.53, 0.29, 0.00], [-2.93, -0.95, 0.00], [-1.20, 1.10, 0.00], [0.17, -0.91, 0.00], [0.18, 0.39, -0.01], [0.99, -2.11, 0.00], [1.35, 1.34, 0.00], [-3.32, 1.05, 0.00], [-1.24, 1.76, -0.88], [-1.24, 1.75, 0.88], [-2.40, -1.88, 0.00], [1.51, -2.22, 0.95], [1.73, -2.09, -0.81], [0.37, -3.00, -0.15], [1.02, 2.36, -0.19], [2.07, 1.05, -0.77], [1.84, 1.30, 0.97]], "mulliken_charge": [-0.381, -0.434, -0.376, 0.154, 0.539, -1.148, -1.340, 0.240, 0.304, 0.304, 0.270, 0.294, 0.321, 0.254, 0.370, 0.344, 0.286]}

Record 3
{"formula": "C7H10", "method": "wB97M-V/def2-TZVPD", "lumo_ev": 0.94, "e_homo_ev": -8.20, "smiles": "C1=C2C[C@H]2[C@H]2C[C@@H]12.[H][H]", "species": ["C", "C", "C", "C", "C", "C", "C", "H", "H", "H", "H", "H", "H", "H", "H", "H", "H"], "positions_angstrom": [[-0.05, -0.83, -1.09], [-0.87, 0.17, -0.75], [-1.38, 1.03, 0.36], [-0.08, 1.36, -0.30], [1.29, 0.83, 0.04], [1.38, -0.37, 0.92], [1.34, -0.57, -0.59], [-0.31, -1.74, -1.61], [-2.22, 1.70, 0.26], [-1.31, 0.57, 1.34], [-0.11, 2.12, -1.08], [2.14, 1.50, -0.04], [2.33, -0.52, 1.42], [0.52, -0.65, 1.53], [2.22, -1.02, -1.05], [-2.19, -2.05, 0.64], [-2.42, -1.62, 0.08]], "mulliken_charge": [-0.704, 0.092, -0.535, -0.094, -0.420, -0.705, -0.066, 0.463, 0.236, 0.168, 0.354, 0.396, 0.282, 0.129, 0.408, 0.116, -0.119]}

Record 4
{"formula": "C7H10", "method": "wB97M-V/def2-TZVPD", "lumo_ev": 1.03, "e_homo_ev": -8.44, "smiles": "C=C=CC=C(C)C", "species": ["C", "C", "C", "C", "C", "C", "C", "H", "H", "H", "H", "H", "H", "H", "H", "H", "H"], "positions_angstrom": [[2.83, -0.18, -0.78], [1.89, -0.87, -0.23], [0.89, -1.57, 0.25], [-0.50, -1.15, 0.11], [-0.96, 0.09, 0.18], [-0.13, 1.27, 0.57], [-2.40, 0.41, -0.11], [3.38, 0.59, -0.24], [3.13, -0.35, -1.80], [1.08, -2.52, 0.72], [-1.19, -1.96, -0.10], [0.19, 1.82, -0.31], [-0.70, 1.95, 1.20], [0.77, 0.96, 1.11], [-2.90, 0.81, 0.77], [-2.45, 1.17, -0.89], [-2.94, -0.47, -0.45]], "mulliken_charge": [-0.696, 0.077, -0.604, -0.338, 1.033, -1.363, -1.324, 0.267, 0.245, 0.384, 0.295, 0.281, 0.396, 0.368, 0.316, 0.313, 0.352]}

Record 5
{"formula": "C7H10", "method": "wB97M-V/def2-TZVPD", "lumo_ev": [0.19, 0.10], "e_homo_ev": [-7.40, -7.55], "species": ["C", "C", "C", "C", "C", "C", "C", "H", "H", "H", "H", "H", "H", "H", "H", "H", "H"], "positions_angstrom": [[1.93, -0.40, -0.50], [-0.03, 0.16, -1.51], [0.62, -0.06, -0.18], [0.27, 1.06, 0.80], [-0.96, 0.31, 1.31], [-1.73, -0.40, 0.23], [-0.59, -1.03, 0.73], [2.79, 0.06, -0.01], [2.13, -1.20, -1.20], [0.20, 1.11, -1.99], [0.00, -0.68, -2.22], [1.02, 1.13, 1.60], [0.14, 2.06, 0.36], [-1.40, 0.50, 2.28], [-1.25, 0.11, -1.02], [-2.76, -0.70, 0.22], [-0.38, -2.02, 1.12]], "mulliken_charge": [-0.851, -0.998, 0.811, -0.811, -0.410, -0.276, -0.626, 0.262, 0.324, 0.323, 0.426, 0.320, 0.257, 0.381, -0.005, 0.428, 0.446]}

Record 6
{"formula": "C7H10", "method": "wB97M-V/def2-TZVPD", "lumo_ev": 0.01, "e_homo_ev": -8.29, "species": ["C", "C", "C", "C", "C", "C", "C", "H", "H", "H", "H", "H", "H", "H", "H", "H", "H"], "positions_angstrom": [[1.26, -1.06, 0.87], [0.41, -1.56, -0.27], [0.54, -0.09, -0.01], [1.13, 0.98, -0.92], [-0.05, 1.92, -0.66], [-2.03, 0.51, 0.13], [-0.57, 0.90, 0.35], [2.34, -1.13, 0.76], [0.90, -1.21, 1.88], [0.91, -1.98, -1.14], [-0.53, -2.04, -0.02], [2.06, 1.45, -0.57], [1.27, 0.76, -1.98], [-2.20, 0.20, -0.90], [-2.31, -0.33, 0.78], [-2.69, 1.36, 0.35], [-0.44, 1.34, 1.35]], "mulliken_charge": [-0.664, -0.776, 0.408, -0.404, -0.695, -1.472, 0.507, 0.261, 0.246, 0.262, 0.210, 0.294, 0.327, 0.316, 0.328, 0.427, 0.424]}

Record 7
{"formula": "C7H10", "method": "wB97M-V/def2-TZVPD", "lumo_ev": 0.97, "e_homo_ev": -9.80, "smiles": "C#CC(C)(C)C=C", "species": ["C", "C", "C", "C", "C", "C", "C", "H", "H", "H", "H", "H", "H", "H", "H", "H", "H"], "positions_angstrom": [[-2.75, -1.11, -0.49], [-1.79, -0.54, -0.02], [-0.40, 0.08, 0.13], [0.05, 0.55, -1.25], [-0.19, 1.16, 1.19], [0.54, -1.10, 0.61], [1.72, -1.49, 0.15], [-3.68, -1.44, -0.78], [1.08, 0.72, -1.31], [-0.21, -0.08, -2.09], [-0.51, 1.41, -1.46], [-0.49, 2.23, 0.81], [-0.82, 1.03, 2.12], [0.83, 1.00, 1.57], [0.22, -1.62, 1.48], [2.34, -2.22, 0.37], [2.02, -0.96, -0.77]], "mulliken_charge": [-0.003, -1.353, 2.159, -1.911, -1.306, -0.460, -0.811, 0.495, 0.466, 0.415, 0.497, 0.307, 0.353, 0.348, 0.322, 0.401, 0.081]}

Record 8
{"formula": "C7H10", "method": "wB97M-V/def2-TZVPD", "lumo_ev": 1.19, "e_homo_ev": -9.32, "smiles": "C1[C@@H]2CC3(CC3)[C@H]12", "species": ["C", "C", "C", "C", "C", "C", "C", "H", "H", "H", "H", "H", "H", "H", "H", "H", "H"], "positions_angstrom": [[0.62, -1.50, 1.13], [-0.81, -1.28, 0.75], [-0.90, -0.77, -0.69], [0.00, 0.42, -0.27], [-0.24, 1.84, -0.70], [1.09, 1.19, -0.95], [0.06, -0.11, 1.14], [1.34, -1.80, 0.37], [0.78, -1.95, 2.11], [-1.63, -1.73, 1.30], [-1.91, -0.43, -0.95], [-0.53, -1.45, -1.47], [-0.89, 1.97, -1.56], [-0.30, 2.64, 0.04], [1.39, 0.98, -1.98], [1.91, 1.50, -0.31], [0.03, 0.49, 2.05]], "mulliken_charge": [-0.675, -0.144, -0.831, 0.737, -0.660, -0.650, -0.566, 0.173, 0.261, 0.370, 0.310, 0.281, 0.247, 0.250, 0.245, 0.239, 0.414]}

Record 9
{"formula": "C7H10", "method": "wB97M-V/def2-TZVPD", "s_squared": 0.7723, "total_charge": 1, "multiplicity": 2, "lumo_ev": [-5.04, -7.69], "e_homo_ev": [-14.42, -14.60], "species": ["C", "C", "C", "C", "C", "C", "C", "H", "H", "H", "H", "H", "H", "H", "H", "H", "H"], "positions_angstrom": [[1.32, -0.80, 0.20], [2.25, -0.49, 1.11], [-0.29, 0.97, 0.86], [0.16, 0.05, -0.04], [-0.49, -0.17, -1.37], [-0.97, -1.36, -1.72], [-1.67, 1.53, 0.78], [1.37, -1.67, -0.44], [2.23, 0.42, 1.71], [3.15, -1.00, 1.43], [0.26, 1.21, 1.77], [-0.42, 0.75, -1.95], [-1.51, -1.56, -2.63], [-0.92, -2.22, -1.07], [-2.29, 0.76, 0.32], [-2.01, 1.87, 1.75], [-1.80, 2.39, 0.10]], "lowdin_spin": [0.062, 0.250, 0.336, 0.180, 0.015, 0.018, 0.063, 0.000, 0.008, 0.011, 0.009, 0.005, 0.001, 0.000, 0.011, 0.002, 0.028]}

Record 10
{"formula": "C7H10AlFN", "method": "wB97M-V/def2-TZVPD", "total_charge": -1, "lumo_ev": 3.77, "e_homo_ev": -3.72, "species": ["C", "C", "C", "C", "C", "Al", "N", "C", "C", "H", "H", "H", "H", "H", "H", "H", "H", "H", "H", "F"], "positions_angstrom": [[-0.86, 1.11, -2.15], [0.52, 1.02, -2.48], [1.28, 1.63, -1.46], [0.36, 2.11, -0.44], [-0.98, 1.74, -0.87], [0.12, 0.12, 0.33], [-1.30, -1.11, 0.28], [-0.45, -2.31, 0.03], [0.86, -1.67, -0.43], [2.35, 1.83, -1.48], [0.92, 0.65, -3.43], [0.59, 2.86, 0.33], [-1.90, 2.13, -0.43], [-1.68, 0.83, -2.81], [0.89, -1.62, -1.54], [-0.80, -3.04, -0.73], [-1.91, -1.28, 1.09], [1.76, -2.18, -0.06], [-0.30, -2.96, 0.92], [0.99, 0.46, 1.74]], "mulliken_charge": [-0.451, -0.711, -0.476, -0.183, -0.564, 0.170, -0.465, -0.452, -0.712, 0.395, 0.430, 0.412, 0.430, 0.374, 0.170, 0.189, 0.229, 0.389, 0.237, -0.410]}

Taking the records one at a time from the top gives relative energy (zero: lowest compared OMol25 entry of this formula, charge and spin) values of 80.6, 133.7, 116.2, 45.7, 145.4, 116.4, 81.4, 55.4, 16.6, 0.0 kcal per mole.